# 1
This record from the Open Molecules 2025 dataset describes a 2-piece molecular cluster, C4H8N2O2S overall in a non-equilibrium geometry. The level of theory is ωB97M-V with the def2-TZVPD basis set.

Summary:
- Orbital gap (alpha / beta): 7.422 / 7.416 eV
- Total energy: -22180.344 eV
- SMILES string: CC(C)=C=[N+]([O-])O.N=S
- E_HOMO (alpha / beta): -0.2968 / -0.2967 hartree
- Multiplicity: 1

Structure (XYZ):
```
17
Properties=species:S:1:pos:R:3:forces:R:3
S 4.895327 -0.517171 0.096944 0.30 0.57 0.01
O 1.972849 1.156933 -0.663704 0.33 -0.05 -0.49
O 0.933897 2.433244 0.957780 -0.73 -1.68 -1.00
N 3.601887 -1.263323 -0.222637 1.77 -2.71 1.11
N 0.919514 1.228235 -0.023296 1.23 1.57 1.37
C -1.194707 -0.173661 -0.030676 -0.28 0.39 -1.05
C -1.384390 -1.370731 0.812193 -0.38 -3.88 0.58
C -0.028641 0.425707 0.058084 -1.50 0.50 0.06
C -2.274053 0.311643 -1.036216 -1.08 1.41 0.90
H 2.840412 -0.793396 -0.576992 -1.98 2.14 -1.10
H -2.365588 -0.109537 -2.046518 0.91 -0.34 0.37
H -3.338710 0.163232 -0.653375 1.48 0.20 0.06
H -0.403371 -2.008938 0.794134 -1.98 0.93 -0.01
H -1.615574 -1.252197 1.875013 0.42 0.93 -0.02
H -2.306088 -2.057261 0.582666 1.84 1.23 -0.50
H -2.119247 1.421684 -1.157640 -0.28 -1.11 -0.01
H 1.866488 2.405535 1.234248 -0.07 -0.10 -0.28
```
Forces are in eV/Å.

=====

# 2
This record from the Open Molecules 2025 dataset describes C31H30ClMoN5O5SSeTe as an isolated structure in a non-equilibrium geometry. The level of theory is ωB97M-V with the def2-TZVPD basis set.

Summary:
- Orbital gap: 7.173 eV
- Total energy: -148163.154 eV
- E_HOMO: -0.4997 hartree
- Multiplicity: 1
- Charge: +2

Structure (XYZ):
```
76
Properties=species:S:1:pos:R:3:forces:R:3
Te 2.012596 -1.042264 0.844776 -0.22 0.16 -0.23
Mo -0.008024 -0.364330 -0.791579 1.50 0.30 1.04
Se 0.954181 -0.876276 -3.069791 0.04 0.21 -0.13
Cl -6.063787 -4.332791 -2.044501 0.00 -0.01 -0.02
S 0.387767 -1.890083 3.689691 0.09 0.03 0.04
O 1.010383 -1.524958 4.913778 -0.02 0.05 -0.07
O -0.807234 0.700716 0.828711 0.04 -0.26 -0.28
O -1.595523 2.504229 1.873081 -0.04 -0.01 -0.11
O 0.736364 -3.054718 2.947325 0.04 0.03 -0.02
O -0.978123 -1.836597 -0.676777 -1.16 -1.41 0.05
N 0.779732 -0.537464 2.557138 -0.15 -0.14 -0.01
N -1.802072 0.370948 -1.764163 -0.33 0.43 -0.20
N 2.380374 -3.101544 -4.126175 -0.09 -0.19 -0.11
N 3.707190 -1.926067 -2.905809 0.21 0.09 0.07
N 0.482690 1.652270 -1.344435 -0.07 0.71 -0.33
C 1.182430 -3.590376 -4.817438 0.09 -0.01 0.07
C 1.071566 0.782535 3.201984 -0.04 0.00 -0.10
C -1.918248 -0.760127 4.584692 0.03 -0.04 0.00
C -0.376386 3.768766 -2.159107 0.00 0.09 -0.02
C 1.913692 3.567592 -1.470973 0.08 0.07 0.00
C -2.890121 -0.287534 -1.941397 -0.13 -0.04 -0.10
C 3.633758 -3.673221 -4.229317 -0.18 0.00 -0.06
C 1.665802 2.222651 -1.184208 -0.05 -0.06 0.03
C -3.489469 -2.340166 2.907766 0.04 -0.02 -0.02
C -2.331390 -3.798430 -0.751609 0.11 -0.17 0.09
C -4.095305 -1.403177 3.744828 -0.09 0.00 0.00
C 0.894085 4.343384 -1.943393 -0.01 0.06 -0.03
C 4.464710 -2.939097 -3.465770 -0.02 0.10 0.12
C 0.693538 1.932003 2.262429 0.04 -0.12 -0.05
C -3.109802 -1.686945 -1.643703 -0.06 0.18 -0.06
C -0.681588 1.767190 1.625548 0.01 -0.01 0.07
C -0.543843 2.407477 -1.855574 0.16 -0.17 0.10
C -2.677383 3.881783 -2.838671 -0.04 0.03 -0.02
C -4.334161 -2.277447 -1.959745 -0.09 0.13 -0.08
C -1.475026 4.500295 -2.663809 0.05 0.05 0.01
C -4.548458 -3.610153 -1.673881 0.00 -0.08 0.02
C -5.590879 -1.259825 3.793337 0.08 0.01 0.01
C -3.544827 -4.375974 -1.084241 0.01 -0.07 0.01
C -2.114486 -2.503290 2.895764 0.00 0.11 0.06
C -2.833086 2.514872 -2.540876 -0.13 0.01 -0.05
C 4.244964 -0.871985 -2.056598 0.00 -0.03 -0.11
C -1.343811 -1.710735 3.742928 -0.01 -0.04 -0.03
C -2.139620 -2.461505 -1.025014 0.35 0.34 0.06
C 2.434526 -2.038755 -3.309705 -0.04 -0.15 0.07
C -1.782696 1.773949 -2.073209 0.00 -0.18 0.05
C -3.290785 -0.612796 4.569663 -0.03 0.04 0.02
H 2.129269 0.819031 3.445452 0.05 -0.04 0.06
H 3.828411 0.086187 -2.356684 -0.04 0.01 -0.02
H -0.105777 -0.401232 2.035101 0.04 0.08 0.04
H 0.499648 -4.050251 -4.106899 0.01 0.00 0.04
H 0.696414 2.860555 2.826664 0.04 0.02 0.02
H 0.681525 -2.768932 -5.318946 0.02 0.05 -0.03
H -5.890474 -0.228948 3.599612 0.02 -0.01 -0.01
H -1.344783 5.548225 -2.904995 -0.02 -0.04 0.03
H -3.810015 2.078320 -2.694006 0.02 0.04 -0.02
H -5.960244 -1.519345 4.787158 0.01 0.00 -0.02
H -1.541099 -4.370340 -0.282416 -0.03 -0.01 0.00
H 5.517955 -3.045542 -3.273163 -0.03 0.04 0.02
H -3.721142 -5.425805 -0.887822 -0.01 0.05 0.02
H 5.323990 -0.848102 -2.173704 0.02 0.00 -0.04
H -1.635700 -3.245990 2.270544 -0.03 0.02 0.02
H -4.105851 -2.964145 2.270879 0.01 0.01 0.03
H -6.080417 -1.909918 3.070788 0.01 0.02 0.00
H 2.451608 1.592898 -0.794419 0.04 -0.04 0.04
H 1.491867 -4.326270 -5.553010 0.03 -0.01 0.01
H 1.045672 5.394896 -2.158262 0.00 -0.04 0.00
H 1.442037 1.999337 1.472861 0.04 0.05 -0.04
H 3.823417 -4.541263 -4.837095 -0.04 0.04 0.02
H 0.513809 0.838890 4.134614 -0.08 -0.02 -0.01
H 2.903580 3.968190 -1.302509 -0.03 -0.01 0.00
H -5.117500 -1.693244 -2.428591 0.03 -0.03 0.02
H 4.021753 -1.067769 -1.011584 0.02 -0.03 0.08
H -3.752981 0.120985 5.219092 0.01 -0.04 0.00
H -3.526825 4.437172 -3.212956 0.02 -0.03 0.01
H -3.747746 0.226293 -2.360950 -0.06 -0.04 0.00
H -1.305341 -0.170015 5.255063 -0.02 -0.05 -0.01
```
Forces are in eV/Å.

=====

# 3
This record from the Open Molecules 2025 dataset describes one molecule with the formula C5H6N2 in a non-equilibrium geometry. The level of theory is ωB97M-V with the def2-TZVPD basis set.

Summary:
- Orbital gap: 10.539 eV
- Total energy: -8261.250 eV
- SMILES string: Cc1ncccn1
- E_HOMO: -0.3563 hartree
- Multiplicity: 1

Structure (XYZ):
```
13
Properties=species:S:1:pos:R:3:forces:R:3
N -0.032033 -1.216589 0.054173 -0.16 -0.18 0.58
N -0.130491 1.142647 0.006355 -2.60 1.88 0.59
C -2.206007 -0.056898 -0.050166 1.77 -5.47 2.16
C -0.646560 -0.035269 0.041688 -3.98 -3.03 -1.12
C 1.298713 -1.183583 0.018209 1.03 -0.59 0.07
C 1.122654 1.202792 0.004381 4.45 -0.51 0.84
C 1.922311 0.014397 -0.075195 2.53 3.78 -0.66
H 1.965522 -2.078044 0.134402 -1.29 0.43 -0.37
H 1.529573 2.182485 0.304453 0.40 -0.40 -0.91
H -2.609184 -0.897629 -0.691553 0.74 0.69 0.91
H 3.040925 0.266622 -0.272984 -1.95 -1.23 0.77
H -2.702425 -0.109428 0.947680 0.63 -0.36 -0.47
H -2.553002 0.768502 -0.421448 -1.57 5.02 -2.37
```
Forces are in eV/Å.

=====

# 4
This record from the Open Molecules 2025 dataset describes one molecule with the formula C22H22N4O6S in a non-equilibrium geometry. The level of theory is ωB97M-V with the def2-TZVPD basis set.

Summary:
- Orbital gap: 7.918 eV
- Total energy: -52248.849 eV
- SMILES string: COc1ccc(N(CC(=O)NCc2cccnc2)S(=O)(=O)c2ccc(C)c([N+](=O)[O-])c2)cc1
- E_HOMO: -0.3050 hartree
- Multiplicity: 1

Structure (XYZ):
```
55
Properties=species:S:1:pos:R:3:forces:R:3
S -0.445793 0.015107 -2.079536 0.34 -0.06 -0.20
O 0.398033 0.317647 -3.193633 0.26 0.19 0.19
O -1.532258 -0.903798 -2.288077 -0.06 0.03 0.25
O 2.616094 4.613470 1.062698 -0.29 -0.11 0.11
O 4.555632 0.055087 1.654995 0.23 -0.14 0.21
O 3.894832 1.487771 0.209554 0.12 0.28 -0.14
O -2.060735 -0.036755 0.809762 0.04 -0.02 0.20
N 3.746353 0.468634 0.853633 0.40 0.36 -0.03
N -3.840812 -0.580783 -0.465953 -0.43 -0.11 -0.07
N -1.673905 -4.540448 0.809635 0.30 -0.24 0.39
N -1.134690 1.442209 -1.529340 0.23 -0.92 -0.21
C 0.168099 -1.596840 0.071519 -0.04 -0.08 -0.08
C 0.927764 -1.968087 1.163296 0.08 0.14 -0.14
C 1.744823 3.674885 -1.011668 0.20 0.16 0.15
C -1.488760 -4.953268 -0.433180 0.03 -0.08 -0.25
C 2.866871 -1.733346 2.705698 0.15 -0.12 0.22
C 2.115700 -1.313971 1.489146 0.11 0.20 -0.15
C 1.706303 3.891630 0.363431 -0.18 -0.15 -0.04
C -2.756389 0.163262 -0.166675 -0.42 0.34 -0.03
C -2.148704 -4.402565 -1.521405 -0.09 0.09 0.02
C -3.040414 -3.367252 -1.296738 0.08 -0.14 0.29
C -4.161062 -1.766834 0.308246 0.08 0.04 0.15
C -2.524234 -3.551117 1.017768 -0.32 0.24 -0.13
C 0.664241 3.332737 1.105970 0.18 0.16 -0.04
C 1.780552 0.082848 -0.479058 0.46 0.11 0.07
C -3.240299 -2.920153 0.005161 0.08 -0.13 -0.04
C -0.234314 2.309463 -0.868447 0.48 0.71 0.03
C 0.593035 -0.560047 -0.736968 -0.33 0.09 -0.37
C 3.815795 4.976797 0.415440 0.20 0.05 -0.11
C 2.534419 -0.281159 0.635094 -1.20 -0.60 -0.43
C -2.512937 1.343638 -1.107797 -0.27 -0.27 -0.13
C -0.287914 2.539384 0.503113 0.00 0.00 -0.09
C 0.773859 2.899360 -1.620008 -0.24 0.09 0.17
H -1.966218 -4.767301 -2.519575 0.05 -0.05 -0.09
H -2.781184 2.268452 -0.590309 0.04 -0.11 -0.08
H 0.638538 3.513051 2.169029 0.00 0.01 0.13
H 3.640045 5.713380 -0.374939 0.00 -0.03 0.02
H 4.441792 5.422085 1.186974 -0.01 -0.02 -0.10
H 2.289824 -2.458863 3.272280 -0.07 -0.05 0.01
H -0.777694 -5.759462 -0.555664 0.04 -0.06 -0.12
H 2.139163 0.858840 -1.135453 0.07 0.02 0.07
H -4.208277 -0.528193 -1.401909 0.07 0.12 0.05
H -5.198812 -2.037085 0.094766 0.08 0.06 0.08
H -4.068654 -1.500555 1.364520 -0.13 -0.09 -0.10
H 0.584779 -2.780661 1.785402 -0.01 -0.08 0.08
H -3.126392 1.246772 -2.007735 -0.13 0.08 0.19
H -1.051590 2.067270 1.101134 -0.05 -0.08 0.05
H -3.559573 -2.906670 -2.123309 -0.03 0.07 -0.11
H -2.634610 -3.237576 2.047962 -0.08 0.15 0.09
H 4.313591 4.096190 0.000478 0.00 0.05 0.01
H 0.809669 2.710909 -2.681122 0.01 0.04 -0.11
H 2.530159 4.096979 -1.616666 0.11 0.05 -0.04
H 3.094175 -0.878403 3.339767 0.01 -0.04 0.06
H 3.822631 -2.175643 2.428113 0.01 -0.02 0.07
H -0.750548 -2.101024 -0.169419 -0.13 -0.12 0.05
```
Forces are in eV/Å.

=====

# 5
This record from the Open Molecules 2025 dataset describes one molecule with the formula C2H2OS2 in a non-equilibrium geometry. The level of theory is ωB97M-V with the def2-TZVPD basis set.

Summary:
- Orbital gap: 7.516 eV
- Total energy: -25822.905 eV
- SMILES string: O=CC(=S)S
- E_HOMO: -0.3479 hartree
- Multiplicity: 1

Structure (XYZ):
```
7
Properties=species:S:1:pos:R:3:forces:R:3
S -0.591213 1.391724 0.028910 -0.29 0.30 0.04
S 1.831029 -0.370279 -0.062925 -2.37 -0.40 0.44
O -2.003623 -1.019783 -0.195068 3.04 -0.71 1.42
C -0.829864 -1.202081 0.184150 -2.87 -0.69 -1.62
C 0.166024 -0.161033 0.116262 2.98 2.63 -0.66
H 0.518394 2.134542 -0.121702 0.06 -0.25 0.08
H -0.343421 -2.140713 0.424010 -0.57 -0.88 0.31
```
Forces are in eV/Å.

=====

# 6
This record from the Open Molecules 2025 dataset describes IZn as an isolated structure in a non-equilibrium geometry. The level of theory is ωB97M-V with the def2-TZVPD basis set.

Summary:
- Orbital gap: 4.757 eV
- Total energy: -56507.183 eV
- E_HOMO: -0.5365 hartree
- Multiplicity: 1
- Charge: +1

Structure (XYZ):
```
2
Properties=species:S:1:pos:R:3:forces:R:3
I -1.872379 0.351131 -0.614644 1.13 -0.21 0.37
Zn 1.872379 -0.351131 0.614644 -1.13 0.21 -0.37
```
Forces are in eV/Å.

=====

Calculated relative energy (zero: lowest compared OMol25 entry of this formula, charge and spin) in order - 184.74; 14.53; 25.57; 107.60; 19.30; 67.61 kcal per mole